# C22H37N5O6PS

2 unconnected molecules or ions with the total composition C22H37N5O6PS (the ωB97M-V functional and the def2-TZVPD basis, the OMol25 dataset).

Its total charge is +1. Its electronic energy is -63261.0671 eV.

XYZ file:
```
72
Properties=species:S:1:pos:R:3:forces:R:3:mulliken_charge:R:1
C 3.81175 0.01875 5.16585 -0.23 -0.97 0.26 0.173
C 4.11182 0.93715 4.47354 0.19 0.79 -0.28 -0.797
C 4.51382 2.03033 3.59970 -0.10 -0.04 0.06 -0.626
C 3.62867 2.09863 2.32378 1.16 -0.54 0.00 -0.026
C 4.49776 2.23491 1.04792 -0.79 1.11 0.63 -1.494
N 4.55696 1.02346 0.24888 -0.04 -0.36 -0.22 0.302
C 3.68736 0.31260 -0.53525 -0.05 1.07 0.72 0.363
N 2.39888 0.60786 -0.81586 -0.17 0.56 -1.31 -0.129
C 1.60817 1.76347 -0.35234 -0.84 -0.13 0.91 -1.325
C 0.75904 1.38257 0.89432 -0.64 -0.08 -0.43 -0.476
C -0.77554 1.44120 0.64196 0.14 0.38 0.81 -0.707
C -1.54459 0.27737 1.28616 -0.46 0.21 -0.16 -0.778
N -2.28043 -0.54185 0.33900 -0.04 -0.76 -0.05 0.635
C -2.65226 -1.83810 0.58475 -0.24 -0.88 0.13 -0.782
C -3.34016 -2.33055 -0.48016 -0.40 0.34 -1.24 -0.634
C -3.42433 -1.28876 -1.47672 0.61 -0.69 1.79 -0.542
C -2.77476 -0.23486 -0.89235 -0.24 1.03 -1.53 -0.420
P 1.56334 -0.57322 -1.79443 -0.33 -2.67 0.58 0.740
O 2.31385 -0.65264 -3.21150 0.03 1.00 0.58 -0.511
O 0.13617 0.03199 -2.11405 0.50 0.89 -0.25 -0.378
S 1.36799 -2.26155 -0.91990 0.18 0.24 0.06 -0.408
N 4.27509 -0.76068 -1.02435 0.29 -0.82 -0.67 -0.324
C 5.51071 -0.80124 -0.54574 -1.39 0.99 -0.09 0.326
C 6.51255 -1.88690 -0.81672 -0.23 0.40 0.95 -0.455
O 5.98840 -2.83830 -1.67121 0.12 0.12 -0.74 -0.275
O 4.93137 -3.46867 -0.96576 -0.06 -0.49 0.46 -0.388
N 5.69470 0.27036 0.22409 2.39 -2.00 -0.22 0.158
C 6.93172 0.53141 0.91020 -0.18 0.86 0.51 -0.274
C 7.29550 -0.05267 2.04867 0.07 -0.07 -0.15 -0.691
H 3.56519 -0.87626 5.68256 -0.07 0.07 0.23 0.447
H 5.56359 1.84936 3.35963 0.02 0.13 -0.18 0.181
H 4.48089 2.97736 4.13710 0.01 0.03 0.04 0.421
H 2.93781 2.92717 2.42690 -0.26 -0.13 -0.18 0.431
H 3.13623 1.13269 2.25076 -0.54 0.23 0.04 0.269
H 5.48439 2.53512 1.38643 0.35 -0.42 -0.44 0.734
H 4.17346 3.05915 0.41776 -0.13 -0.11 -0.16 0.386
H 0.87768 2.00075 -1.11937 0.30 -0.01 -0.33 0.840
H 2.18423 2.67265 -0.21361 0.40 -0.22 0.02 0.183
H 0.96215 2.03207 1.74028 0.23 -0.03 0.01 0.293
H 0.98466 0.35860 1.19198 0.33 0.01 -0.01 0.495
H -1.03579 1.55952 -0.40473 0.14 -0.22 -0.09 0.223
H -1.12538 2.34709 1.13784 -0.11 0.12 -0.19 0.538
H -0.87254 -0.37988 1.83715 0.05 -0.05 -0.06 0.501
H -2.26072 0.66776 2.01195 0.04 0.07 0.06 0.196
H -2.46261 -2.41713 1.47433 0.38 0.52 0.26 0.441
H -3.74782 -3.32077 -0.59092 0.04 -0.09 0.19 0.483
H -3.88617 -1.32860 -2.44320 -0.12 0.11 -0.06 0.464
H -2.67050 0.71885 -1.38892 0.24 0.17 0.46 0.425
H 2.97485 0.05482 -3.24972 0.11 -0.19 -0.48 0.379
H -0.00003 0.14461 -3.06730 -0.15 0.07 0.06 0.325
H 7.42041 -1.43775 -1.21916 0.02 -0.26 -0.39 0.394
H 6.77098 -2.32375 0.15438 0.08 -0.13 -0.04 0.353
H 4.12394 -3.19610 -1.43595 0.10 0.24 -0.09 0.326
H 7.61515 1.22301 0.42897 -0.55 0.74 0.26 0.418
H 7.97840 0.49696 2.68486 0.86 -0.50 -0.43 0.311
H 7.02941 -1.05367 2.36700 -1.00 0.38 0.42 0.294
C -9.17736 1.06442 -2.04662 -0.09 -0.01 0.02 -0.687
O -9.51565 -0.22905 -1.58005 0.18 0.08 -0.05 -0.373
C -8.94561 -1.26993 -2.35856 -0.27 -0.10 0.24 -0.570
C -7.72706 -1.86681 -1.68886 0.25 -0.01 -0.30 -0.541
O -6.65661 -0.93578 -1.61432 -0.17 0.11 0.12 -0.260
C -6.53392 -0.34860 -0.33010 0.06 -0.04 0.01 -0.849
H -9.45391 1.77942 -1.27320 -0.05 -0.04 0.01 0.247
H -8.10665 1.15657 -2.24431 0.00 -0.01 -0.02 0.270
H -9.73856 1.29868 -2.95759 0.06 0.04 -0.03 0.329
H -8.69620 -0.91200 -3.36201 0.06 0.01 0.01 0.329
H -9.70735 -2.04935 -2.45856 0.03 -0.02 -0.04 0.379
H -7.37556 -2.71143 -2.29032 -0.04 -0.03 0.02 0.368
H -7.98052 -2.24430 -0.69396 -0.05 0.04 0.01 0.371
H -6.09364 -1.06723 0.36959 -0.01 0.05 0.06 0.284
H -7.49998 -0.00998 0.05162 -0.01 -0.02 -0.01 0.484
H -5.86883 0.50989 -0.41210 0.05 -0.05 -0.07 0.209
```
Positions in Å, forces in eV/Å.

# C22H38AlBBrClO18PS3

A molecular structure, C22H38AlBBrClO18PS3 (the ωB97M-V functional and the def2-TZVPD basis, the OMol25 dataset).

Its total charge is -1. Its electronic energy is -191916.6189 eV.

XYZ file:
```
86
Properties=species:S:1:pos:R:3:forces:R:3:mulliken_charge:R:1
C 0.80890 0.76670 2.32460 1.02 -0.68 -0.33 -0.185
C 2.38833 0.51655 2.62573 -0.46 0.79 -0.37 -0.447
C 3.16910 0.64021 1.21266 0.50 -0.26 1.09 -0.740
C 2.88823 -0.63614 0.21303 0.04 1.52 0.90 0.541
C 2.39485 -0.07174 -1.21287 0.15 -0.17 0.82 -1.193
C 2.82296 -0.92787 -2.51171 -1.81 -0.33 -0.49 1.515
P 3.07405 0.44432 -3.83354 0.72 0.92 -0.27 -0.034
O 4.70627 0.50260 -4.36749 -1.30 0.28 -0.23 -0.503
Br 1.77850 -0.21399 -5.60856 0.73 -0.09 0.13 -0.333
O 1.56837 -1.52812 -2.97510 2.22 -0.28 1.35 -0.682
Al 1.43962 -3.19987 -2.14604 -0.05 1.10 -0.28 0.564
C -0.03377 -3.05316 -0.74350 -0.67 -0.18 0.46 0.332
C -1.33572 -2.41012 -1.48699 0.68 -0.52 0.14 -0.811
C -2.73235 -3.12508 -1.03018 0.11 1.81 -0.16 -0.403
C -3.93169 -2.02787 -1.02933 -2.11 1.26 0.42 0.410
C -4.41842 -1.28816 -2.32884 -1.61 0.91 2.92 -0.258
C -5.55587 -0.19789 -2.28249 1.69 -2.21 3.72 -0.456
C -6.18431 0.12366 -0.88668 2.48 -2.53 -0.32 -0.394
C -5.73046 -0.64537 0.40986 1.53 -0.66 -3.34 -0.451
C -4.60528 -1.72419 0.34981 -1.30 2.09 -3.28 -0.301
O 3.24117 -3.19095 -1.64162 1.83 2.64 -1.57 -0.542
C 3.88934 -2.13546 -2.39806 -2.33 -1.64 -0.81 0.223
Cl 5.63182 -1.68945 -1.90511 -1.11 0.01 0.74 -0.210
O 4.10971 -2.55214 -3.79616 0.73 -1.72 1.47 -0.140
B 4.67904 -3.87875 -3.85752 -1.31 -1.32 0.07 0.570
O 6.08669 -4.21435 -3.84815 -1.43 0.30 1.23 -0.521
O 3.73485 -4.98096 -3.99782 2.33 1.28 0.58 -0.500
H 0.76708 1.60098 1.51689 -0.25 -1.29 1.49 0.032
H 0.20683 1.04533 3.25727 0.95 -0.46 -1.53 0.273
H 0.41207 -0.21628 1.86246 0.29 1.78 0.72 -0.047
H 2.72410 1.33325 3.38299 -0.28 -1.25 -1.38 0.358
H 2.59610 -0.50438 3.10265 -0.38 1.70 -0.75 0.225
H 4.29733 0.71988 1.47450 -1.70 -0.21 -0.68 0.266
H 2.87948 1.64021 0.73446 0.31 -1.40 0.55 0.161
H 3.86139 -1.23259 0.19962 -1.62 0.65 -0.28 0.474
H 2.04422 -1.23066 0.70451 1.45 0.58 -0.93 -0.679
H 1.23377 -0.07896 -1.18639 1.99 -0.03 -0.32 0.026
H 2.68744 1.04127 -1.31491 -0.12 -1.76 0.12 0.508
H 4.83269 1.33925 -4.88893 -0.38 -1.17 0.83 0.294
H 1.07590 -4.24943 -3.27413 -0.15 -0.26 0.10 -0.617
H -0.31708 -4.13380 -0.43854 0.45 1.64 -0.16 0.453
H 0.28104 -2.44883 0.19888 -0.82 -1.02 -1.44 -0.561
H -1.34968 -1.27682 -1.30891 -0.17 -1.67 -0.27 0.319
H -1.18238 -2.59304 -2.60839 -0.48 0.46 1.38 0.254
H -2.56613 -3.48051 0.04660 -0.49 0.35 -1.58 0.145
H -2.93806 -3.99622 -1.74194 0.13 1.18 1.15 0.311
H -3.94246 -1.54034 -3.34250 -0.72 0.39 1.83 0.294
H -5.86369 0.34025 -3.24600 0.46 -0.89 1.75 0.306
H -6.98762 0.92923 -0.79837 1.28 -1.33 -0.12 0.288
H -6.25092 -0.38997 1.39202 0.91 -0.40 -1.54 0.288
H -4.25919 -2.29926 1.29275 -0.68 1.17 -1.82 0.132
H 6.41708 -4.37236 -2.92750 -0.45 0.48 -1.24 0.312
H 4.16216 -5.82563 -3.71379 -0.36 1.09 -0.63 0.260
C -1.90612 5.00363 2.20639 -0.34 0.43 0.32 -0.298
C -1.99504 5.00668 3.72544 0.63 0.05 -0.09 -0.364
O -2.91829 3.96412 4.04530 -0.27 -0.37 -0.66 -0.363
S -2.78970 2.78654 2.93155 0.12 0.01 -0.33 0.959
O -1.92981 1.76351 3.45259 -1.06 0.63 -0.38 -0.492
O -4.09541 2.51408 2.40758 0.98 -0.01 0.68 -0.570
O -1.95275 3.62903 1.82776 -0.25 -0.64 0.88 -0.162
H -2.76728 5.50925 1.75987 0.07 0.03 0.03 0.292
H -0.99008 5.46477 1.84750 -0.14 -0.40 0.24 0.305
H -2.34061 5.96244 4.12049 -0.20 -0.23 0.01 0.339
H -1.03094 4.75391 4.17724 -0.02 0.08 -0.05 0.296
C 0.54354 4.53911 -1.90961 0.10 -0.21 -0.80 -0.180
C 0.93923 5.95407 -2.30439 0.65 -0.26 0.26 -0.445
O -0.19315 6.76117 -1.97505 -0.74 -0.42 0.52 -0.336
S -0.93297 6.12863 -0.67568 0.34 -0.39 -0.88 1.119
O -0.48071 6.83935 0.48767 -0.46 -0.18 -0.89 -0.604
O -2.31943 5.94704 -0.98790 1.00 0.51 0.58 -0.555
O -0.20363 4.68043 -0.69968 -0.25 1.18 0.38 -0.122
H -0.10860 4.08683 -2.66182 0.09 0.00 0.04 0.269
H 1.41085 3.89704 -1.74945 -0.19 0.04 0.20 0.205
H 1.17723 6.03871 -3.36492 -0.27 0.11 0.10 0.335
H 1.78899 6.30644 -1.71195 0.00 -0.06 -0.07 0.307
C -1.65004 -3.35669 3.95210 -0.22 -0.40 0.25 -0.339
C -0.62268 -3.32380 5.07502 -0.24 0.57 0.13 -0.431
O 0.57996 -3.82465 4.49240 -0.23 -0.15 -0.67 -0.360
S 0.62191 -3.40275 2.92328 0.02 -0.22 -0.60 0.788
O 1.42107 -2.22040 2.79184 -0.67 -1.37 0.06 -0.303
O 0.85105 -4.58280 2.14509 0.08 0.98 0.82 -0.570
O -0.93759 -2.97641 2.77596 0.77 0.05 0.40 -0.045
H -2.03915 -4.36826 3.80276 0.00 0.04 0.06 0.260
H -2.48019 -2.67192 4.13222 0.19 0.07 -0.21 0.325
H -0.91955 -3.93370 5.92889 0.22 -0.11 -0.16 0.327
H -0.43548 -2.29841 5.40820 -0.10 -0.04 0.00 0.285
```
Positions in Å, forces in eV/Å.

# C22H38BrCl28N2O

15 unconnected molecules or ions with the total composition C22H38BrCl28N2O (the ωB97M-V functional and the def2-TZVPD basis, the OMol25 dataset).

Its total charge is +1. Its electronic energy is -449117.6528 eV.

XYZ file:
```
92
Properties=species:S:1:pos:R:3:forces:R:3:mulliken_charge:R:1
C -4.10391 2.00058 0.69524 0.18 -0.30 -0.15 -1.274
C -2.90258 1.40233 0.56784 0.58 0.63 0.30 -0.105
C -1.70035 2.15608 0.98086 0.82 1.42 1.12 0.701
C -1.46348 3.53701 1.08775 -1.35 -0.35 -0.37 -0.137
Br -2.65492 4.99312 0.75659 1.11 -0.84 0.27 -0.092
N -0.17428 3.73479 1.50373 0.23 -0.40 0.22 0.119
C 0.46239 2.55023 1.65673 -2.60 -0.04 -0.43 -1.314
N -0.44765 1.63705 1.34151 -0.67 -1.69 0.96 0.332
C -0.23440 0.17980 1.30427 1.53 0.16 -3.11 -1.200
C 0.20686 -0.06175 -0.21425 -0.92 -3.65 1.14 1.011
C 0.39366 -1.58611 -0.61274 -2.57 4.09 -1.86 -0.791
O -0.77572 -0.64461 -1.04076 0.83 1.83 0.68 -0.386
H -4.35228 2.59382 1.58108 0.31 0.68 -0.89 0.551
H -4.83103 1.87938 -0.11392 -0.38 -0.85 0.96 0.245
H -2.80170 0.39412 0.15058 0.25 0.89 -0.85 0.334
H 0.27695 4.62446 1.65714 -0.17 0.03 -0.02 0.228
H 1.48436 2.39193 1.94913 -0.36 -0.25 -0.16 1.119
H -1.14951 -0.40012 1.45305 0.20 0.37 0.40 0.399
H 0.62455 -0.14768 1.89895 -0.49 0.37 0.36 0.422
H 0.92004 0.65711 -0.65717 -0.52 -0.39 0.25 0.073
H 0.83692 -1.50639 -1.60737 0.92 -1.75 0.64 0.318
H -0.33224 -2.32941 -0.28922 1.59 -0.71 0.77 0.144
C 1.96051 -4.68494 -2.26128 -0.35 0.28 0.23 0.262
Cl 0.46652 -4.81195 -1.32528 -0.02 -0.18 0.03 -0.072
Cl 1.81751 -3.49090 -3.56055 0.10 -0.02 -0.06 -0.182
H 2.76592 -4.38704 -1.59682 -0.08 0.05 0.02 -0.352
H 2.17307 -5.64520 -2.69500 -0.28 -0.01 -0.04 0.288
C 4.23604 -6.76730 -4.78135 -0.04 -0.08 -0.23 -0.354
Cl 5.48811 -6.06407 -5.80364 -0.06 -0.03 0.00 -0.148
Cl 4.38841 -6.22103 -3.10139 0.67 -0.29 -0.20 -0.092
H 3.26374 -6.46636 -5.15870 0.05 0.10 0.06 0.269
H 4.32711 -7.84762 -4.80499 0.09 0.04 0.09 0.338
C 3.33537 3.33366 -1.29165 0.21 0.17 -0.32 0.136
Cl 1.84567 3.22922 -0.31718 1.07 0.33 -1.21 0.003
Cl 3.20016 4.57207 -2.53988 0.01 -0.06 0.05 -0.148
H 4.16152 3.58369 -0.63076 -0.40 0.02 -0.11 -0.211
H 3.51304 2.37345 -1.76584 -0.15 0.01 0.01 0.360
C 3.67501 -7.13626 0.27100 -0.04 0.09 0.17 0.555
Cl 3.18865 -5.73081 1.23677 -0.10 -0.02 0.00 -0.147
Cl 2.72268 -8.56330 0.68835 0.04 -0.01 -0.08 -0.152
H 3.52965 -6.91103 -0.78010 -0.13 -0.02 0.12 -0.193
H 4.72128 -7.34526 0.45940 -0.25 0.14 0.18 -0.058
C -6.39737 6.08675 -0.70300 -0.11 -0.03 -0.14 -0.430
Cl -5.56061 7.30848 0.26625 0.10 -0.03 0.04 -0.192
Cl -5.80568 4.46220 -0.32666 -0.28 0.04 -0.13 -0.079
H -7.45822 6.13447 -0.48919 0.07 -0.01 0.13 0.347
H -6.21997 6.29108 -1.75299 0.11 0.00 0.06 0.342
C -4.71310 -2.11625 1.99967 -0.07 -0.08 -0.02 0.243
Cl -4.15425 -1.76645 0.35683 0.16 -0.20 0.06 -0.089
Cl -4.51915 -0.71686 3.06558 -0.01 -0.04 0.09 -0.171
H -5.76487 -2.38370 1.95873 0.00 0.15 -0.07 0.360
H -4.13458 -2.94292 2.40130 0.00 0.29 -0.10 -0.275
C -3.77347 -5.69809 1.36804 -0.10 -0.05 -0.10 -0.199
Cl -2.50379 -5.03552 0.33823 0.01 -0.06 -0.08 -0.048
Cl -3.58933 -5.15679 3.04306 0.01 -0.31 0.16 -0.190
H -4.73612 -5.36457 0.99275 0.05 0.10 0.04 0.126
H -3.72069 -6.78083 1.34344 0.10 0.04 0.06 0.328
C 2.39610 4.47884 5.05573 0.22 0.11 0.33 -0.393
Cl 3.40118 3.47602 6.09688 -0.05 0.07 -0.05 -0.133
Cl 1.54073 3.49851 3.83980 0.49 0.66 1.16 -0.068
H 1.66158 4.99538 5.66432 -0.07 -0.13 -0.04 0.326
H 3.02621 5.19595 4.54065 -0.01 -0.12 -0.09 0.294
C 7.18113 4.54291 0.03973 0.13 0.19 -0.07 -0.274
Cl 6.75018 5.92414 1.04959 0.02 -0.01 -0.05 -0.137
Cl 6.18888 3.12492 0.42636 0.32 -0.16 0.15 -0.152
H 7.02389 4.80556 -1.00090 -0.10 -0.02 0.05 0.264
H 8.22293 4.29412 0.20823 -0.07 -0.05 0.10 0.312
C 7.32456 -9.31670 0.72671 0.15 -0.04 0.07 -0.303
Cl 6.55523 -9.34317 2.31642 0.04 0.02 0.00 -0.142
Cl 6.15952 -8.92606 -0.54632 0.38 -0.28 -0.29 -0.094
H 8.10605 -8.56480 0.72673 -0.10 0.05 0.00 0.268
H 7.74860 -10.29385 0.52377 -0.13 -0.01 0.00 0.320
C 6.16565 -3.00195 1.46882 0.04 0.00 0.12 -0.356
Cl 5.20133 -3.25529 0.00836 0.05 0.25 -0.16 -0.103
Cl 7.07323 -4.45267 1.90369 0.00 0.04 0.04 -0.131
H 6.86399 -2.19166 1.29014 0.02 -0.09 -0.09 0.331
H 5.50015 -2.74750 2.28677 -0.04 -0.12 -0.04 0.250
C -7.92466 -2.39224 -1.51883 -0.09 0.03 -0.07 -0.368
Cl -7.26013 -1.00218 -0.65265 -0.21 0.10 -0.05 -0.085
Cl -7.13077 -3.89742 -1.03438 -0.03 -0.05 -0.03 -0.126
H -8.98347 -2.46878 -1.29793 0.06 -0.02 0.10 0.312
H -7.77584 -2.24511 -2.58277 0.11 -0.01 0.05 0.280
C -1.08383 6.77733 -2.58195 0.05 0.01 0.03 0.315
Cl -0.67368 5.76872 -3.97346 0.07 -0.04 0.06 -0.153
Cl -2.53305 7.74308 -2.88097 -0.01 0.02 0.10 -0.143
H -1.26909 6.13402 -1.72970 -0.07 -0.05 -0.04 -0.269
H -0.25374 7.44446 -2.37540 -0.04 0.03 -0.11 0.280
C -7.60986 10.10858 -0.68418 0.05 0.14 0.11 -0.118
Cl -7.38520 11.44407 -1.81578 0.02 0.00 0.06 -0.152
Cl -8.26448 8.67648 -1.49300 -0.10 0.03 -0.01 -0.155
H -6.65114 9.85316 -0.24759 0.00 -0.05 -0.12 0.133
H -8.30265 10.41736 0.09094 -0.07 -0.02 -0.11 0.299
```
Positions in Å, forces in eV/Å.

no.,E_LUMO (eV),strongest force on any atom (hartree/bohr),highest occupied orbital energy (Ha)
1,-3.3,0.0607,-0.3614
2,1.9,0.0903,-0.1901
3,-2.6,0.1006,-0.4130